## P
{"formula": "C4H3N3S", "method": "wB97M-V/def2-TZVPD", "orbital_gap_ev": 7.27, "symbols": ["H", "N", "C", "N", "C", "C", "N", "C", "S", "H", "H"], "xyz": [[2.109, 1.943, 0.209], [1.086, 2.074, 0.110], [0.465, 0.975, -0.116], [-0.951, 1.086, -0.192], [-1.569, -0.036, -0.071], [-0.959, -1.360, 0.065], [0.296, -1.568, -0.040], [1.136, -0.392, -0.147], [2.729, -0.519, -0.067], [-2.686, -0.008, -0.017], [-1.656, -2.195, 0.266]]}

## Q
{"formula": "C4H3N3S", "method": "wB97M-V/def2-TZVPD", "orbital_gap_ev": 8.03, "symbols": ["N", "C", "C", "N", "C", "C", "N", "S", "H", "H", "H"], "xyz": [[-5.693, 0.140, -0.176], [-4.615, -0.239, 0.020], [-3.280, -0.529, 0.061], [-2.374, -1.381, 0.051], [-1.108, -0.995, 0.162], [-0.775, 0.322, 0.137], [0.419, 0.821, -0.009], [-2.179, 1.388, 0.064], [-0.382, -1.737, 0.297], [1.349, 0.391, 0.366], [0.386, 1.780, -0.469]]}

Least stable of them? Q.

## P
{"formula": "C11H21NOP", "method": "wB97M-V/def2-TZVPD", "charge": 1, "orbital_gap_ev": 9.62, "symbols": ["H", "P", "C", "C", "C", "C", "O", "C", "C", "C", "N", "C", "C", "C", "C", "H", "H", "H", "H", "H", "H", "H", "H", "H", "H", "H", "H", "H", "H", "H", "H", "H", "H", "H", "H"], "xyz": [[5.047, 1.198, -0.864], [3.718, 0.816, -0.891], [2.879, 2.106, -0.236], [1.160, 1.638, -0.279], [0.085, 0.363, 0.141], [-1.222, 0.598, 0.017], [-2.436, 0.020, -0.083], [-2.404, 1.467, -0.103], [-2.588, 2.074, -1.491], [-2.934, 2.324, 0.988], [0.633, -0.984, 0.399], [0.585, -1.573, 1.787], [1.257, -0.675, 2.771], [0.151, -1.986, -0.607], [0.855, -3.285, -0.813], [3.187, 3.144, 0.228], [0.634, 2.519, 0.125], [1.002, 1.734, -1.319], [-3.603, 2.619, -1.663], [-1.811, 2.817, -1.620], [-2.391, 1.247, -2.215], [-3.919, 2.687, 0.666], [-2.211, 3.109, 0.949], [-3.088, 1.957, 1.949], [1.718, -0.992, 0.287], [-0.450, -1.688, 2.105], [1.164, -2.565, 1.745], [0.871, 0.282, 2.878], [1.393, -1.195, 3.646], [2.223, -0.369, 2.315], [-0.885, -2.024, -0.246], [0.224, -1.374, -1.548], [0.887, -3.810, 0.092], [0.523, -3.692, -1.744], [1.927, -3.071, -1.169]]}

## Q
{"formula": "C11H21NOP", "method": "wB97M-V/def2-TZVPD", "charge": 1, "orbital_gap_ev": 9.26, "symbols": ["H", "P", "C", "C", "C", "C", "O", "C", "C", "C", "N", "C", "C", "C", "C", "H", "H", "H", "H", "H", "H", "H", "H", "H", "H", "H", "H", "H", "H", "H", "H", "H", "H", "H", "H"], "xyz": [[-0.530, -1.855, 3.257], [-0.349, -0.572, 3.663], [-0.190, 0.156, 2.190], [0.011, 1.459, 1.687], [-0.117, 0.282, 0.703], [1.000, -0.424, 0.004], [0.729, -1.370, -0.751], [2.466, -0.069, 0.185], [3.382, -1.276, 0.270], [2.716, 0.854, -1.008], [-1.462, 0.125, -0.055], [-1.397, 0.664, -1.451], [-1.233, 2.194, -1.307], [-1.858, -1.340, -0.013], [-3.204, -1.791, -0.578], [-0.785, 2.079, 1.912], [0.892, 2.020, 1.751], [2.640, 0.504, 1.044], [3.270, -1.879, -0.628], [4.438, -0.926, 0.223], [3.367, -1.725, 1.323], [2.371, 0.329, -1.868], [3.831, 1.115, -1.010], [2.247, 1.762, -0.984], [-2.247, 0.571, 0.499], [-0.406, 0.309, -1.762], [-2.191, 0.262, -2.062], [-2.143, 2.700, -1.606], [-1.067, 2.421, -0.225], [-0.464, 2.576, -1.928], [-1.075, -1.848, -0.489], [-1.957, -1.470, 1.116], [-4.203, -1.479, -0.069], [-3.373, -1.450, -1.592], [-3.110, -2.909, -0.443]]}

Least stable of them? P.

## P
{"formula": "C17H20ClHoN2OS3Sb", "method": "wB97M-V/def2-TZVPD", "charge": -2, "spin_multiplicity": 6, "orbital_gap_ev": [3.31, 5.10], "symbols": ["Ho", "S", "Sb", "S", "S", "C", "C", "C", "C", "C", "C", "C", "C", "C", "C", "N", "C", "C", "C", "C", "C", "N", "H", "H", "H", "H", "H", "H", "H", "H", "H", "H", "H", "H", "H", "H", "H", "H", "H", "C", "C", "O", "H", "H", "H", "Cl"], "xyz": [[-2.306, -0.150, 0.686], [-2.613, 1.898, 5.743], [-3.400, -0.021, 4.497], [-4.233, 0.663, 2.337], [-1.705, -1.746, 3.623], [0.529, -3.830, -3.024], [0.049, -2.562, -2.267], [1.107, -2.000, -1.414], [2.323, -2.626, -1.247], [3.390, -1.933, -0.619], [3.118, -0.705, -0.031], [1.844, -0.138, -0.089], [1.765, 1.120, 0.696], [2.716, 2.149, 0.040], [0.790, -0.735, -0.814], [-0.453, -0.189, -0.980], [-0.594, 0.881, -1.759], [-1.786, 1.714, -1.758], [-1.967, 3.012, -2.390], [-3.062, 3.611, -1.752], [-3.534, 2.677, -0.842], [-2.811, 1.504, -0.843], [-0.172, -4.169, -3.815], [0.730, -4.673, -2.285], [1.454, -3.727, -3.573], [-0.815, -2.784, -1.654], [-0.281, -1.839, -3.040], [2.475, -3.588, -1.725], [4.365, -2.387, -0.740], [3.957, -0.182, 0.443], [2.008, 0.979, 1.744], [0.739, 1.490, 0.696], [3.476, 2.391, 0.756], [2.250, 3.058, -0.321], [3.212, 1.712, -0.810], [0.084, 1.117, -2.656], [-1.368, 3.360, -3.217], [-3.398, 4.629, -1.921], [-4.384, 2.776, -0.184], [-0.016, 0.366, 4.443], [-0.840, -0.293, 3.412], [-0.810, 0.217, 2.195], [1.008, 0.438, 4.137], [0.075, -0.159, 5.380], [-0.446, 1.386, 4.643], [-2.472, -2.714, 0.302]]}

## Q
{"formula": "C17H20ClHoN2OS3Sb", "method": "wB97M-V/def2-TZVPD", "charge": -2, "spin_multiplicity": 6, "orbital_gap_ev": [3.48, 6.00], "symbols": ["Ho", "S", "Sb", "S", "S", "C", "C", "C", "C", "C", "C", "C", "C", "C", "C", "N", "C", "C", "C", "C", "C", "N", "H", "H", "H", "H", "H", "H", "H", "H", "H", "H", "H", "H", "H", "H", "H", "H", "H", "C", "C", "O", "H", "H", "H", "Cl"], "xyz": [[-2.273, -0.277, 0.702], [-2.487, 1.773, 5.099], [-3.844, -0.166, 4.544], [-4.454, 0.325, 2.284], [-1.661, -1.742, 3.651], [0.470, -3.447, -3.357], [0.065, -2.323, -2.394], [1.100, -1.860, -1.448], [2.247, -2.580, -1.175], [3.219, -2.048, -0.308], [3.050, -0.828, 0.238], [1.912, -0.076, -0.002], [1.645, 1.229, 0.758], [2.789, 2.300, 0.464], [0.871, -0.632, -0.803], [-0.347, 0.017, -0.989], [-0.476, 1.136, -1.702], [-1.652, 1.846, -1.583], [-2.049, 3.068, -2.195], [-3.393, 3.294, -1.861], [-3.773, 2.189, -1.083], [-2.696, 1.324, -0.827], [-0.350, -3.719, -4.032], [0.767, -4.311, -2.828], [1.372, -3.112, -3.968], [-0.786, -2.687, -1.832], [-0.356, -1.425, -2.975], [2.387, -3.594, -1.544], [4.025, -2.731, 0.035], [3.791, -0.394, 0.929], [1.674, 1.027, 1.804], [0.641, 1.605, 0.488], [3.486, 2.506, 1.284], [2.262, 3.219, 0.374], [3.438, 2.065, -0.375], [0.341, 1.659, -2.345], [-1.416, 3.645, -2.825], [-4.044, 4.060, -2.249], [-4.785, 2.078, -0.619], [0.602, 0.008, 4.146], [-0.621, -0.406, 3.296], [-0.824, 0.280, 2.247], [1.284, 0.274, 3.374], [0.918, -0.728, 4.860], [0.365, 0.898, 4.721], [-2.434, -2.736, 0.021]]}

Least stable of them? P.